Entry 1:
C43H33BrN9O2PdS3 as an isolated structure. Source: the Open Molecules 2025 dataset; level of theory: ωB97M-V/def2-TZVPD.

HOMO-LUMO gap (alpha / beta) (Eh): 0.229 / 0.123
Spin multiplicity: 5
Net charge: +3
⟨S²⟩: 6.068
E_HOMO (alpha / beta) (eV): -14.80 / -14.74

XYZ file:
```
92
Properties=species:S:1:pos:R:3:lowdin_charge:R:1
Pd -0.35 1.34 0.68 0.9328
S -4.50 -4.61 1.12 1.1730
C -5.41 -4.78 -0.30 -0.2740
C -5.15 -3.79 -1.25 -0.0808
C -4.21 -2.88 -0.81 -0.0445
C -3.74 -3.16 0.49 -0.3804
C -2.80 -2.44 1.27 -0.1542
C -2.24 -1.23 0.76 -0.0326
N -1.36 -0.53 1.43 0.0346
C -0.96 -0.94 2.66 -0.1192
C -1.47 -2.12 3.26 -0.1023
C -1.02 -2.49 4.57 0.0217
C -0.11 -1.74 5.23 0.0288
C 0.43 -0.54 4.63 -0.0998
C 1.38 0.25 5.27 0.0612
C 1.88 1.39 4.66 -0.1592
C 1.36 1.71 3.38 -0.0349
N 0.48 0.97 2.75 0.0180
C 0.00 -0.16 3.35 -0.1484
C 2.88 2.24 5.26 -0.4748
C 3.50 3.36 4.72 -0.1006
C 4.44 3.94 5.59 -0.1438
C 4.53 3.27 6.78 -0.3597
S 3.49 1.94 6.86 1.1140
C -2.39 -2.86 2.54 0.0816
H -6.10 -5.61 -0.40 0.1083
H -5.64 -3.74 -2.21 0.1372
H -3.88 -2.04 -1.41 0.1278
H -2.53 -0.85 -0.21 0.1240
H -1.42 -3.38 5.02 0.1370
H 0.23 -2.02 6.21 0.1389
H 1.74 -0.04 6.25 0.1190
H 1.69 2.60 2.87 0.1106
H 3.29 3.74 3.73 0.1087
H 5.03 4.82 5.35 0.1203
H 5.17 3.51 7.61 0.0909
H -2.79 -3.77 2.97 0.1208
C -1.98 5.80 -2.11 0.0368
C -2.37 5.21 -0.81 -0.2533
N -3.30 5.66 0.00 0.1922
N -3.32 4.81 1.03 0.0806
C -2.43 3.83 0.91 -0.6604
S -2.09 2.54 1.95 0.9018
N -1.81 4.08 -0.27 -0.0534
N -0.83 3.23 -0.77 0.0755
H -2.63 6.65 -2.31 0.1085
H -2.10 5.07 -2.91 0.1052
H -0.95 6.14 -2.10 0.1036
H -3.98 4.96 1.79 0.1899
H -1.26 2.63 -1.57 0.0300
H -0.10 3.79 -1.20 0.1130
O -1.57 1.78 -2.68 0.0281
C -1.00 0.69 -2.49 -0.4994
N -0.79 -0.27 -3.40 0.1703
C -0.06 -1.42 -2.86 -0.2332
C 0.08 -0.93 -1.38 -0.4374
O 0.58 -1.55 -0.46 0.0275
N -0.46 0.31 -1.28 0.0693
C -0.86 -2.72 -2.96 -0.1323
C -0.56 -3.81 -2.15 -0.0273
C -1.22 -5.02 -2.32 -0.0610
C -2.19 -5.16 -3.31 -0.0772
C -2.50 -4.08 -4.11 -0.0701
C -1.85 -2.86 -3.94 -0.0276
C 1.33 -1.56 -3.49 -0.1353
C 2.33 -2.29 -2.85 -0.0315
C 3.57 -2.46 -3.45 -0.0577
C 3.83 -1.90 -4.69 -0.0622
C 2.84 -1.18 -5.33 -0.0576
C 1.60 -1.01 -4.74 -0.0222
H -1.09 -0.17 -4.35 0.1533
H 0.20 -3.73 -1.38 0.1035
H -0.96 -5.87 -1.70 0.1135
H -2.69 -6.11 -3.45 0.1139
H -3.23 -4.18 -4.91 0.1152
H -2.09 -2.05 -4.61 0.1092
H 2.14 -2.73 -1.88 0.1032
H 4.33 -3.04 -2.94 0.1132
H 4.80 -2.03 -5.15 0.1155
H 3.03 -0.76 -6.31 0.1154
H 0.84 -0.45 -5.27 0.1081
Br 6.21 2.48 -1.12 0.8724
C 4.44 2.22 -0.56 -0.6694
C 3.95 0.95 -0.33 -0.0634
C 2.63 0.80 0.07 -0.1047
N 1.81 1.85 0.26 -0.0466
C 2.31 3.08 0.06 -0.1481
C 3.60 3.32 -0.35 -0.0797
H 4.57 0.08 -0.48 0.1214
H 2.22 -0.18 0.23 0.0972
H 1.64 3.91 0.27 0.1054
H 3.96 4.32 -0.50 0.1185
```


Entry 2:
C18H54O9 as an isolated structure at a distorted geometry. Source: the Open Molecules 2025 dataset; level of theory: ωB97M-V/def2-TZVPD.

HOMO-LUMO gap (Eh): 0.305
E_HOMO (eV): -8.32

XYZ file:
```
81
Properties=species:S:1:pos:R:3:lowdin_charge:R:1
C -0.77 0.17 -0.74 -0.0442
C -0.02 0.18 0.61 -0.1478
O 1.02 -0.79 0.48 -0.1256
H -1.66 0.80 -0.71 0.0437
H -1.02 -0.83 -1.10 0.0759
H -0.16 0.57 -1.54 0.0577
H -0.75 -0.13 1.35 0.1145
H 0.37 1.15 0.93 0.1038
H 1.55 -0.64 -0.30 0.0116
C -2.70 4.42 -1.93 -0.0668
C -1.56 3.41 -1.96 -0.2834
O -1.60 2.59 -0.77 -0.1578
H -2.72 4.94 -2.89 0.0789
H -2.57 5.18 -1.16 0.0798
H -3.68 3.95 -1.90 0.0431
H -0.58 3.89 -2.01 0.0935
H -1.68 2.74 -2.81 0.0819
H -0.70 2.36 -0.52 -0.1200
C -2.64 -1.46 1.86 -0.0476
C -3.34 -1.42 0.45 -0.3016
O -4.67 -1.87 0.57 -0.0659
H -2.97 -0.63 2.48 0.0943
H -1.56 -1.31 1.78 0.0176
H -2.78 -2.41 2.37 0.0818
H -2.87 -1.99 -0.35 0.1057
H -3.24 -0.38 0.15 0.0871
H -5.05 -1.96 -0.31 0.0812
C 1.22 2.22 -2.54 -0.0480
C 1.45 2.19 -1.02 -0.2393
O 0.39 2.86 -0.26 -0.0527
H 0.32 1.66 -2.81 0.0717
H 2.08 1.84 -3.10 0.0882
H 1.03 3.25 -2.82 0.0820
H 2.38 2.74 -0.87 0.1267
H 1.61 1.16 -0.70 0.0524
H 0.78 3.27 0.51 0.1451
C 0.99 -2.43 -1.66 -0.0447
C 2.23 -1.55 -1.97 -0.2382
O 1.97 -0.26 -1.57 -0.1091
H 0.83 -2.46 -0.58 0.0537
H 1.16 -3.44 -2.02 0.0964
H 0.06 -2.05 -2.08 0.0750
H 2.43 -1.62 -3.04 0.1300
H 3.07 -2.01 -1.46 0.1014
H 2.72 0.24 -1.89 0.1311
C 2.64 1.37 1.75 -0.0323
C 3.21 -0.03 2.01 -0.2583
O 2.92 -0.49 3.33 -0.1511
H 1.58 1.35 1.98 0.0674
H 2.74 1.61 0.69 0.0462
H 3.11 2.13 2.38 0.0894
H 4.30 -0.11 1.95 0.1192
H 2.87 -0.75 1.27 0.0721
H 1.97 -0.64 3.36 -0.0228
C -3.31 0.91 -2.72 -0.0784
C -4.57 1.78 -2.87 -0.2681
O -5.20 1.39 -4.10 -0.0884
H -3.45 -0.17 -2.81 0.0828
H -2.84 1.12 -1.75 0.0301
H -2.57 1.18 -3.47 0.0726
H -4.32 2.84 -2.91 0.0729
H -5.28 1.57 -2.06 0.1161
H -6.04 1.85 -4.08 0.0724
C 1.12 -1.52 4.51 -0.0735
C 0.53 -1.89 3.11 -0.2014
O 0.89 -0.82 2.21 -0.2068
H 0.75 -0.55 4.81 0.0994
H 2.21 -1.60 4.52 0.0732
H 0.81 -2.25 5.26 0.0843
H -0.55 -2.06 3.13 0.0927
H 1.02 -2.79 2.75 0.0885
H 0.59 -0.94 1.31 -0.2763
C 2.56 -2.96 0.81 -0.0709
C 3.27 -2.94 2.15 -0.2830
O 3.83 -4.23 2.34 -0.0683
H 2.09 -1.99 0.66 0.0275
H 1.75 -3.69 0.76 0.1050
H 3.23 -2.97 -0.04 0.0829
H 2.59 -2.81 2.99 0.0792
H 4.10 -2.23 2.16 0.1169
H 3.03 -4.76 2.45 0.0756
```


Entry 3:
C3H6N4O6 as an isolated structure at a distorted geometry. Source: the Open Molecules 2025 dataset; level of theory: ωB97M-V/def2-TZVPD.

HOMO-LUMO gap (Eh): 0.328
E_HOMO (eV): -9.93

XYZ file:
```
19
Properties=species:S:1:pos:R:3:nbo_charge:R:1
C -0.23 -0.59 1.78 -0.3952
C -1.70 0.92 0.31 -0.3924
C 0.46 0.13 -0.39 0.4051
N -0.36 0.36 0.65 -0.4396
N 0.09 -1.52 -1.26 0.5039
N 1.98 -0.01 -0.01 0.5174
N 0.50 1.07 -1.58 0.5076
O -0.46 -2.34 -0.57 -0.3660
O 0.36 -1.62 -2.43 -0.3430
O 2.48 0.83 0.67 -0.3165
O 2.44 -1.02 -0.43 -0.3303
O 1.54 1.54 -1.92 -0.3136
O -0.55 1.18 -2.13 -0.3314
H 0.22 -0.01 2.50 0.2061
H -1.27 -0.99 2.24 0.2278
H 0.39 -1.36 1.60 0.2182
H -1.53 1.76 -0.27 0.2219
H -2.46 0.32 -0.02 0.2121
H -1.91 1.36 1.27 0.2080
```


Entry 4:
C17H22Cl2N2O6S as an isolated structure at a distorted geometry. Source: the Open Molecules 2025 dataset; level of theory: ωB97M-V/def2-TZVPD.

HOMO-LUMO gap (Eh): 0.320
E_HOMO (eV): -9.38

XYZ file:
```
50
Properties=species:S:1:pos:R:3:nbo_charge:R:1
C 2.44 -3.67 3.49 -0.6242
H 2.73 -4.50 2.70 0.1873
H 3.32 -3.01 3.59 0.2271
H 2.51 -4.26 4.37 0.2181
C 1.14 -3.17 2.98 -0.2227
C 0.71 -1.99 4.20 -0.5471
H 0.56 -2.41 5.18 0.1885
H -0.06 -1.60 4.01 0.1470
H 1.64 -1.24 4.25 0.1949
C 0.06 -4.20 3.07 -0.2966
N -1.11 -3.54 2.89 -0.7855
S -1.87 -4.10 1.38 2.0634
O -1.34 -5.36 0.62 -0.8461
O -3.38 -4.33 1.84 -0.9099
C -1.83 -2.79 0.24 -0.3351
C -1.40 -1.46 0.70 -0.1490
C -1.38 -0.52 -0.24 -0.1282
C -1.92 -0.53 -1.44 -0.0511
C -2.37 -1.85 -1.71 -0.2244
C -2.55 -2.75 -0.86 0.0076
Cl -3.19 -4.30 -1.44 0.0289
H -2.97 -1.64 -2.69 0.2480
Cl -1.84 0.78 -2.43 0.1289
C -0.61 0.87 0.46 0.8068
O -0.06 0.83 1.55 -0.5657
O -0.09 1.48 -0.53 -0.5021
C 0.41 2.71 -0.30 -0.2169
H 0.40 2.96 1.00 0.2343
H 1.53 2.77 -0.27 0.2258
C -0.06 3.94 -0.99 0.6696
O -0.37 4.91 -0.41 -0.5493
N 0.23 3.81 -2.44 -0.4574
C 0.86 2.82 -3.04 -0.2325
H 1.13 1.99 -2.56 0.2241
H 0.13 2.42 -3.91 0.1831
C 2.14 3.51 -3.62 -0.0871
O 1.75 4.43 -4.71 -0.5887
C 0.76 5.64 -3.76 -0.1095
H 0.66 6.31 -4.60 0.2288
C -0.25 5.11 -3.11 -0.3107
H -0.94 5.68 -2.50 0.2865
H -1.10 4.80 -3.82 0.2049
H 1.59 6.06 -3.23 0.1956
H 2.45 2.77 -4.56 0.2033
H 2.87 3.93 -3.10 0.1800
H -0.93 -1.64 1.70 0.2898
H -1.97 -3.56 3.51 0.4572
H -0.09 -4.84 4.01 0.2218
H 0.48 -4.90 2.32 0.2462
H 1.20 -2.37 2.22 0.2425
```


Entry 5:
C31H21Cl2FLaN10O6S as an isolated structure. Source: the Open Molecules 2025 dataset; level of theory: ωB97M-V/def2-TZVPD.

HOMO-LUMO gap (Eh): 0.248
Net charge: -1
E_HOMO (eV): -4.81

XYZ file:
```
73
Properties=species:S:1:pos:R:3:lowdin_charge:R:1
La -0.35 -0.18 -0.48 1.9609
Cl -6.24 3.57 -1.97 0.6261
C -4.56 3.13 -1.97 -0.6862
C -4.22 1.78 -1.92 -0.0429
C -2.89 1.39 -1.89 -0.2268
N -2.47 0.06 -1.79 -0.0551
C -3.25 -0.95 -2.17 -0.4933
O -4.40 -0.93 -2.62 0.0082
C -2.58 -2.32 -2.10 -0.2220
C -3.36 -3.44 -2.36 -0.0037
C -2.77 -4.69 -2.35 -0.0595
C -1.41 -4.78 -2.08 -0.0615
C -0.71 -3.62 -1.82 -0.1368
N -1.27 -2.41 -1.82 0.0051
C -1.87 2.38 -1.93 -0.2242
C -2.23 3.72 -1.98 -0.0503
C -3.57 4.09 -1.99 -0.6904
Cl -3.96 5.79 -2.04 0.6208
N -0.55 1.90 -1.91 -0.0376
C 0.49 2.69 -2.17 -0.5014
O 0.57 3.91 -2.36 0.0055
C 1.81 1.92 -2.28 -0.2069
C 2.93 2.57 -2.77 -0.0030
C 4.12 1.87 -2.88 -0.0598
C 4.16 0.54 -2.48 -0.0619
C 3.00 -0.03 -1.99 -0.1298
N 1.85 0.64 -1.89 0.0196
H -5.00 1.04 -1.91 0.0966
H -4.41 -3.28 -2.58 0.1135
H -3.36 -5.58 -2.54 0.1036
H -0.90 -5.73 -2.06 0.0989
H 0.35 -3.64 -1.57 0.0928
H -1.46 4.48 -2.02 0.0899
H 2.83 3.61 -3.05 0.1150
H 5.00 2.35 -3.27 0.1044
H 5.07 -0.04 -2.55 0.0998
H 2.97 -1.06 -1.64 0.0951
N -4.60 -0.76 1.82 0.0570
C -3.31 -0.44 1.54 -0.9028
S -2.24 -1.78 1.29 0.5189
N -3.06 0.86 1.56 -0.0226
N -1.77 1.17 1.26 -0.1263
C -1.47 2.41 1.39 -0.1016
C -0.11 2.89 1.17 -0.2676
C 0.18 4.24 1.33 -0.0095
C 1.49 4.66 1.23 -0.0546
C 2.48 3.72 0.98 -0.0522
C 2.10 2.40 0.79 -0.1370
N 0.84 1.99 0.86 0.0467
H -4.90 -1.69 1.61 0.0663
H -5.26 0.00 1.76 0.0903
H -2.22 3.11 1.74 0.1252
H -0.62 4.94 1.53 0.1160
H 1.75 5.71 1.34 0.1078
H 3.52 4.00 0.91 0.1025
H 2.84 1.64 0.55 0.1119
F 4.39 -0.67 4.84 0.0794
C 3.88 -1.85 4.47 -0.1841
C 3.09 -1.95 3.39 0.0640
N 2.55 -3.14 2.99 0.0272
C 1.74 -3.31 1.77 -0.0156
C 1.41 -2.04 1.00 -0.7062
O 1.07 -1.01 1.62 -0.1409
O 1.41 -2.13 -0.26 -0.1629
C 2.79 -4.30 3.69 -0.4753
O 2.35 -5.39 3.36 0.0796
N 3.60 -4.16 4.81 0.2112
C 4.20 -3.01 5.29 -0.4113
O 4.90 -3.02 6.28 0.0848
H 2.81 -1.08 2.81 0.1339
H 0.78 -3.75 2.07 0.1457
H 2.25 -4.02 1.12 0.1345
H 3.77 -5.01 5.32 0.1649
```


Result set for total energy: -168635.910 -37951.741 -21442.425 -69115.506 -99141.972 eV, one per record in the order listed.